(1)
A 2-piece molecular cluster, C3H5I3Si overall in a non-equilibrium geometry. Source: the Open Molecules 2025 dataset; level of theory: the ωB97M-V functional and the def2-TZVPD basis.

Structure (XYZ):
```
12
Properties=species:S:1:pos:R:3:forces:R:3:lowdin_spin:R:1
C 0.815000 0.476401 -0.360467 3.5153 -0.4011 -1.1913 0.746
C 2.447039 -0.897841 0.313693 -1.2100 5.6473 -4.4308 0.779
C -0.543717 0.090837 -0.053222 -0.4863 3.0827 -3.6411 0.123
Si 4.024367 -0.072079 -0.028388 0.6885 -0.7944 0.1895 0.110
I 5.103968 1.358850 1.761386 -0.5850 -0.6523 -0.7186 0.065
I 5.358281 -2.195059 -0.358560 -0.0699 0.7373 0.0813 0.037
I 4.028916 1.203328 -2.107051 0.0295 -0.1302 0.2657 0.000
H 1.039117 0.902146 -1.381537 0.2564 -0.7114 1.2779 0.041
H 2.140916 -1.410466 1.097558 -1.3793 -2.5803 3.5045 0.058
H -0.627625 0.264751 0.944848 -1.3114 -0.3708 2.9784 0.017
H -0.585792 -0.855904 -0.474751 -0.9816 -2.3677 -0.0285 0.027
H -1.277845 0.786064 -0.714139 1.5340 -1.4591 1.7131 -0.004
```
Forces are in eV/Å.

Its expectation value of S² is 2.01. For the relative energy (zero: lowest compared OMol25 entry of this formula, charge and spin), the calculation gives 0.0 kcal/mol. The value obtained for the HOMO energy (spin up / spin down) is -8.3 / -9.3 eV. Its charge is 0. Its spin multiplicity is 3.

***

(2)
One molecule with the formula C3H8N2O2. Source: the Open Molecules 2025 dataset; level of theory: the ωB97M-V functional and the def2-TZVPD basis.

Structure (XYZ):
```
15
Properties=species:S:1:pos:R:3:forces:R:3:lowdin_charge:R:1
N 2.327701 0.973621 -0.263806 0.0938 -0.1507 0.1539 0.156
C 0.966893 0.828237 -0.237359 0.1521 0.0876 0.0809 -0.574
O 0.252222 1.712823 0.198911 0.1758 -0.1416 0.2616 0.068
N 0.550413 -0.392654 -0.803504 -0.1205 0.4511 -0.1172 0.029
C -0.829943 -0.866373 -0.566143 -0.2732 0.0834 0.0020 -0.168
C -1.342197 -0.725511 0.879118 0.1033 -0.4231 -0.2022 -0.275
O -1.863133 0.545928 1.140388 -0.0570 0.1015 0.1444 -0.085
H 2.661709 1.533318 0.505845 0.1867 0.2722 -0.3131 0.110
H 2.861356 0.138729 -0.454961 -0.0958 0.0551 0.1793 0.100
H 0.725081 -0.225259 -1.792754 0.0163 -0.7590 -0.0947 0.134
H -0.846885 -1.926122 -0.860181 0.0430 0.3223 0.0697 0.115
H -1.545215 -0.316471 -1.186940 -0.0133 -0.1125 -0.0448 0.122
H -0.560753 -1.027724 1.606180 -0.1206 0.1450 -0.2490 0.123
H -2.178377 -1.425813 1.002805 0.2308 0.0226 -0.0615 0.116
H -1.178868 1.173267 0.832408 -0.3214 0.0463 0.1907 0.027
```
Forces are in eV/Å.

For the relative energy (zero: lowest compared OMol25 entry of this formula, charge and spin), the calculation gives 17.5 kcal/mol. The value obtained for the HOMO energy is -9.7 eV. The SMILES is NC(=O)NCCO. Its charge is 0. Its spin multiplicity is 1.

***

Q: Number 2 is which compound?
A: C3H8N2O2